*one*
A cluster of 4 separate species, H8O4 in total. Source: OMol25; level of theory: the ωB97M-V functional and the def2-TZVPD basis.

```
12
H8O4 | OMol25 | the ωB97M-V functional and the def2-TZVPD basis
O -16.94813 -11.09127 11.80636
H -17.23598 -11.97814 12.03553
H -16.55705 -10.74151 12.62630
O -18.40786 -7.36301 14.97148
H -18.37121 -6.89287 14.13274
H -18.45255 -6.67323 15.63986
O -15.75852 -10.28661 17.20847
H -16.56042 -10.20336 17.73389
H -15.27032 -9.47220 17.36462
O -16.15650 -10.10755 14.35395
H -15.99972 -10.57996 15.18405
H -16.74598 -9.38577 14.59799
```

SMILES string   O.O.O.O
LUMO energy   0.3 eV
HOMO-LUMO gap   10.75 eV

Atomic partial charges in e from the Löwdin method, atoms 1 to 6:
1 O -0.0842
2 H 0.0220
3 H -0.0173
4 O -0.0506
5 H 0.0418
6 H 0.0349



*two*
A cluster of 3 separate species, H8O4 in total. Source: OMol25; level of theory: the ωB97M-V functional and the def2-TZVPD basis.

```
12
H8O4 | OMol25 | the ωB97M-V functional and the def2-TZVPD basis
H -0.00492 -0.40611 -0.05930
H -1.51403 0.03769 0.41962
H -2.43124 2.94405 4.60189
H -2.65307 3.04467 3.08355
H 4.35560 -2.22196 -1.18029
H 3.63798 -3.15620 -1.99804
H -1.09984 -0.02281 -2.64835
H 0.35049 0.29542 -2.35410
O -0.97451 -0.22775 -0.34441
O -2.23784 2.52526 3.78948
O 3.54360 -2.29373 -1.55099
O -0.41138 -0.06812 -1.87721
```

LUMO energy   0.9 eV
HOMO-LUMO gap   8.79 eV

Atomic partial charges in e from the Löwdin method, atoms 1 to 6:
1 H 0.1274
2 H 0.0479
3 H 0.0042
4 H 0.0427
5 H -0.0360
6 H 0.0553



*three*
A cluster of 4 separate species, H8O4 in total. Source: OMol25; level of theory: the ωB97M-V functional and the def2-TZVPD basis.

```
12
H8O4 | OMol25 | the ωB97M-V functional and the def2-TZVPD basis
O -1.41748 -1.53421 -0.67081
H -1.32562 -0.57812 -0.58583
H -2.31883 -1.77817 -0.43979
O 0.79259 -1.66307 1.06903
H 0.13459 -2.04989 0.47295
H 1.50857 -2.28116 1.24243
O -0.40954 2.29230 -1.38316
H -1.02574 2.72944 -0.79161
H 0.23420 1.82313 -0.81223
O 1.07572 1.35110 0.65838
H 0.78380 0.46725 0.91984
H 1.96774 1.22140 0.32080
```

SMILES string   O.O.O.O
LUMO energy   0.6 eV
HOMO-LUMO gap   11.37 eV

Atomic partial charges in e from the Löwdin method, atoms 1 to 6:
1 O -0.0434
2 H 0.0442
3 H 0.0559
4 O -0.0623
5 H 0.0109
6 H 0.0468



*three* is favored, and the nearest alternative lies 0.0049 hartree above it.



*one*
A cluster of 4 separate species, H8O4 in total. Source: OMol25; level of theory: the ωB97M-V functional and the def2-TZVPD basis.

```
12
H8O4 | OMol25 | the ωB97M-V functional and the def2-TZVPD basis
O -0.01542 1.69976 0.48789
H -0.23492 2.62331 0.71560
H -0.70705 1.46161 -0.14675
O 2.03834 -0.15068 -0.60269
H 1.48140 0.51848 -0.22224
H 1.45733 -0.15620 -1.37374
O -0.01805 -1.48062 0.74350
H 0.55314 -1.01313 1.50104
H 0.71661 -1.37100 0.12464
O -1.91128 -0.17565 -0.59012
H -1.41532 -0.60333 0.07587
H -2.59980 -0.60217 -0.98302
```

SMILES string   O.O.O.O
LUMO energy   0.6 eV
HOMO-LUMO gap   12.01 eV

Atomic partial charges in e from the Löwdin method, atoms 1 to 6:
1 O -0.0632
2 H 0.0658
3 H 0.0195
4 O -0.0459
5 H -0.0138
6 H 0.0574



*two*
A cluster of 4 separate species, H8O4 in total. Source: OMol25; level of theory: the ωB97M-V functional and the def2-TZVPD basis.

```
12
H8O4 | OMol25 | the ωB97M-V functional and the def2-TZVPD basis
O -1.01287 -0.33805 -1.70302
H -1.02268 -0.20509 -2.64872
H -0.15586 0.00526 -1.35107
O -1.55978 -0.39793 1.02559
H -1.82768 -0.48472 0.08323
H -1.88638 -1.15525 1.53094
O 1.26059 1.15110 -0.78040
H 0.99838 0.92946 0.13769
H 1.88074 0.41846 -0.92091
O 1.20937 -0.23716 1.43560
H 0.45083 -0.67210 1.79090
H 2.05503 -0.36614 1.91314
```

SMILES string   O.O.O.O
LUMO energy   0.6 eV
HOMO-LUMO gap   11.72 eV

Atomic partial charges in e from the Löwdin method, atoms 1 to 6:
1 O -0.0767
2 H 0.0399
3 H 0.0142
4 O -0.0712
5 H 0.0289
6 H 0.0468



*two* is favored, and the nearest alternative lies 0.0154 hartree above it.



*one*
An isolated molecule of C7H6O. Source: OMol25; level of theory: the ωB97M-V functional and the def2-TZVPD basis.

```
14
C7H6O | OMol25 | the ωB97M-V functional and the def2-TZVPD basis
C 0.34263 1.77483 -0.72526
C -0.83961 1.42467 -0.24481
C -0.63366 0.24877 0.44390
O -1.57779 -0.75654 0.88162
C -0.83613 -1.93691 0.36404
C 0.59089 -1.80174 0.06628
C 0.81825 -0.30231 -0.09550
C 1.43706 0.78244 -0.57594
H 0.53316 2.77557 -0.98264
H -1.78826 2.09375 -0.08285
H -0.34104 0.57046 1.39668
H -1.23398 -2.97561 0.56443
H 1.11973 -2.61793 -0.26535
H 2.40876 0.72056 -0.74461
```

SMILES string   C1=C[C@H]2OC=CC2=C1
LUMO energy   0.6 eV
HOMO-LUMO gap   8.53 eV

Atomic partial charges in e from the Löwdin method, atoms 1 to 6:
1 C -0.0818
2 C -0.0741
3 C -0.3362
4 O -0.0409
5 C -0.0132
6 C 0.0328



*two*
An isolated molecule of C7H6O. Source: OMol25; level of theory: the ωB97M-V functional and the def2-TZVPD basis.

```
14
C7H6O | OMol25 | the ωB97M-V functional and the def2-TZVPD basis
C -1.80745 0.31816 0.03720
C -0.90228 1.31671 -0.00122
C 0.45053 0.70759 -0.29782
C 1.79333 1.10307 -0.03999
O 2.59644 0.01358 0.07908
C 1.73732 -1.02173 -0.01662
C 0.41202 -0.70243 -0.39048
C -1.17628 -1.09214 0.00900
H -2.98127 0.39214 0.22376
H -1.01707 2.42364 -0.07472
H 2.23330 2.04018 0.16668
H 1.89442 -2.11303 0.23289
H -1.61390 -1.66970 -0.66347
H -1.61911 -1.71604 0.73569
```

SMILES string   C1=Cc2cocc2C1
LUMO energy   1.0 eV
HOMO-LUMO gap   9.04 eV

Atomic partial charges in e from the Löwdin method, atoms 1 to 6:
1 C -0.0965
2 C -0.0499
3 C -0.2031
4 C -0.0581
5 O 0.0198
6 C -0.1086



*two* is favored, and the nearest alternative lies 0.0365 hartree above it.